A structure of composition C24H20Cl5N8O4PRu in a non-equilibrium geometry, computed with ωB97M-V/def2-TZVPD.

Element x y z (Å)
Ru -0.7548 -0.0729 0.2561
Cl 1.5848 -0.9128 5.5886
Cl -3.2292 -0.4655 1.7098
Cl 1.7451 -2.0605 2.7134
Cl -1.0586 0.4136 6.5664
Cl -3.5327 0.5785 4.6528
P 1.6351 -1.7824 -2.2375
O -5.0431 4.1481 0.7206
O -2.5924 0.7376 -0.8750
O -4.1217 2.3498 -0.9420
O -4.1715 5.1085 2.5282
N -0.8582 -2.1404 -0.9042
N 1.1176 0.4384 -3.8845
N -1.1569 2.1282 1.0477
N 1.6641 -0.2102 0.1339
N -0.2322 -3.8571 -2.1215
N -0.0233 0.4739 -2.0048
N -1.7955 3.7955 2.3047
N 3.6043 -1.1122 -0.3840
C -2.0385 -0.0730 4.1074
C -1.4569 -4.1452 -1.6173
C -2.4177 2.5004 0.6622
C 3.8132 -0.3011 0.6825
C -3.1176 1.8039 -0.4827
C 0.4903 2.8889 2.7582
C -0.9354 -0.1631 4.9645
C 4.6158 -1.8609 -1.0811
C 2.2848 -1.0472 -0.6901
C 0.1112 -2.6252 -1.6667
C -2.8353 3.5527 1.4468
C 0.5589 -4.7090 -2.9674
C 0.3826 1.5798 -3.8806
C 0.3410 -1.2006 3.1959
C 0.8391 -0.2161 -2.7325
C 0.2518 -0.7543 4.5149
C 2.0292 0.0030 -4.9073
C -0.8043 2.9285 2.0404
C -1.8355 -3.0699 -0.8586
C -0.6947 -1.0212 2.2764
C -0.3242 1.5867 -2.7065
C 2.5986 0.2474 0.9956
C -4.0958 4.3432 1.5988
C -1.8894 -0.5105 2.7984
H -1.8317 4.5222 3.0075
H 0.0409 -5.6543 -3.1147
H 1.3087 2.9057 2.0396
H 0.4115 2.2855 -4.6848
H 5.4392 -2.0853 -0.4053
H -1.9608 -5.0648 -1.8285
H 4.7783 -0.1773 1.1308
H 1.5265 -4.9074 -2.5044
H -2.7401 -2.9100 -0.3035
H 5.0097 -1.2866 -1.9235
H -4.8106 3.4994 -0.0115
H 1.7372 -0.9775 -5.2863
H 4.2008 -2.7945 -1.4609
H 3.0460 -0.0654 -4.5150
H 0.5610 1.9723 3.3452
H 2.0189 0.7169 -5.7278
H 0.7199 -4.2411 -3.9398
H 0.5804 3.7413 3.4250
H -1.0347 2.3044 -2.3499
H 2.3449 0.9197 1.7893

HOMO energy (spin up / spin down): -11.33 / -11.29 eV
2S+1: 2
Total charge: +1
Kohn-Sham gap (spin up / spin down): 0.263 / 0.266 Eh
ΔE to the lowest compared entry with this formula, charge and spin: 2.6494 eV
<S²>: 0.7608


A structure of composition C46H62BaN4O3P2S in a non-equilibrium geometry, computed with ωB97M-V/def2-TZVPD.

Element x y z (Å)
Ba 0.0046 0.0501 -0.8185
S 2.9306 0.1143 0.9103
P -0.9911 -2.4062 0.9527
P 1.8079 -1.2883 -2.9890
O -0.3032 1.8648 -3.7367
O -0.3656 2.2787 0.7126
O -1.6788 1.8408 -0.9952
N 4.4279 2.2906 1.5358
N -1.3147 3.8163 2.6564
N -0.9603 -1.9687 -2.1974
N 2.2897 2.7142 1.3492
C 3.3695 -0.8723 -3.8815
C 4.3101 3.6838 1.9504
C -1.8396 -0.3193 2.5598
C -3.2844 -4.8673 -2.1918
C -0.6604 -0.8009 -6.2721
C 3.3693 0.5973 -4.3151
C 1.0373 -3.1959 2.6414
C -3.6260 -2.0008 2.0823
C -3.4917 -5.1195 -0.8349
C 5.6271 1.5390 1.8079
C -2.7934 -4.3101 0.0393
C -1.4863 2.4114 0.1149
C 0.0167 6.1844 5.8155
C -0.6739 6.7766 4.7704
C -4.8944 3.9542 0.4802
C -2.4682 -3.8510 -2.6302
C 0.4348 -4.8496 0.8559
C 0.4644 -0.9344 -5.4638
C 3.3835 -3.2226 -1.7254
C -0.8951 -1.6133 -3.5569
C -1.8990 -1.0426 -5.6923
C 3.2203 1.7598 1.2664
C -2.4861 3.8770 1.9462
C 3.8456 -1.7939 -5.0058
C 1.7362 -4.1271 -3.4341
C -1.9651 -3.2547 -0.3538
C -3.6156 4.5440 2.4451
C -4.7870 4.5790 1.7179
C -2.5994 3.2099 0.6989
C -4.4074 -6.2104 -0.3579
C 2.8689 4.0350 1.5494
C -0.1008 -3.7899 1.8104
C -0.1673 4.0240 4.7551
C -1.7928 -2.9679 -1.7485
C 2.0308 -3.0394 -2.4079
C 0.2845 4.8186 5.8158
C -1.1160 6.0046 3.7114
C -0.8856 4.6317 3.7161
C 0.1786 2.2400 -2.7942
C -2.0203 -1.4360 -4.3690
C -2.1264 -1.8030 2.3129
C 0.0731 2.5397 4.7208
C -0.5324 -0.3941 -7.7141
C -3.7992 3.2677 -0.0074
C 0.3765 -1.3317 -4.1355
C 1.0394 4.2218 6.9747
H 3.0975 -1.9295 -5.7865
H 5.5137 0.5391 1.3986
H 1.5341 -3.9760 3.2228
H -4.2175 -6.4481 0.6899
H 3.6087 -2.4175 -1.0204
H -2.2469 0.2946 1.7489
H -0.8583 1.9872 4.8714
H -4.2789 -7.1288 -0.9341
H 2.8328 4.6222 0.6290
H -4.1847 -1.3132 2.7215
H -3.8367 2.7507 -0.9565
H 1.1629 -4.4155 0.1648
H 4.3609 0.8790 -4.6754
H -0.0702 -1.1794 -8.3169
H 1.7932 -5.1125 -2.9633
H -5.8155 3.9928 -0.0838
H 4.2036 -3.2690 -2.4452
H 2.6576 0.7970 -5.1163
H 4.0925 -0.9444 -3.0606
H 6.4821 2.0291 1.3410
H -3.5606 5.0227 3.4129
H -2.3120 -3.7447 -3.6938
H 0.4604 3.4469 7.4805
H 4.4736 3.7738 3.0298
H -2.8697 -4.5315 1.1005
H 1.4314 -0.7182 -5.8987
H 1.9788 3.7616 6.6605
H -3.0019 -1.5808 -3.9374
H 5.0504 4.3008 1.4407
H 0.3603 6.7872 6.6473
H 4.1069 -2.7847 -4.6366
H 1.3385 2.5665 1.0192
H -0.7714 -0.0998 2.6395
H -0.8197 -4.2497 2.4993
H -1.6408 6.4472 2.8750
H -3.9043 -1.7973 1.0472
H 1.2774 4.9917 7.7071
H 0.0841 0.5005 -7.8236
H 3.3916 -4.1618 -1.1672
H 2.3409 4.5815 2.3305
H -3.7617 -5.5009 -2.9335
H 0.7761 2.2258 5.4882
H 1.2535 -3.1167 -1.6410
H 2.4440 -4.1169 -4.2644
H 5.8044 1.4676 2.8854
H 0.6928 -2.4289 3.3396
H 0.7333 -4.0178 -3.8478
H 3.1167 1.2561 -3.4810
H 4.7410 -1.3790 -5.4762
H -1.5085 -0.1806 -8.1491
H -1.8205 -2.3588 3.2053
H -0.8601 7.8429 4.7741
H -0.3472 -5.3188 0.2613
H -5.4594 -5.9251 -0.4428
H 0.4765 2.2031 3.7627
H -5.6431 5.0978 2.1328
H -2.7973 -0.9151 -6.2871
H 1.7839 -2.7261 1.9965
H -2.3209 0.0222 3.4800
H 0.9498 -5.6270 1.4258
H -3.9588 -3.0115 2.3126
H -0.6394 3.1800 2.2501

HOMO energy: -6.22 eV
Kohn-Sham gap: 0.239 Eh
ΔE to the lowest compared entry with this formula, charge and spin: 0.0000 eV


A cluster of 2 separate species, C4H11NS in total, computed with ωB97M-V/def2-TZVPD.

Element x y z (Å)
S 1.7154 -0.0935 -0.1359
N -3.3957 0.6101 1.3011
C 3.2890 0.7011 0.1278
C 1.4253 0.0863 -1.9042
C -3.0494 -0.6565 0.7998
C -1.8319 -1.1566 0.6560
H 4.0383 -0.0527 0.3758
H -0.9143 -0.6504 0.9404
H 3.1942 1.4040 0.9553
H -1.7139 -2.1525 0.2602
H 3.5918 1.2323 -0.7648
H 1.4462 -0.9458 -2.2801
H -3.9114 -1.2342 0.4908
H -2.5975 1.1775 1.5466
H 0.4936 0.6093 -2.1043
H 2.2665 0.6102 -2.3338
H -4.0462 0.5113 2.0692

HOMO energy (spin up / spin down): -11.56 / -11.41 eV
2S+1: 2
Total charge: +1
Kohn-Sham gap (spin up / spin down): 0.304 / 0.107 Eh
ΔE to the lowest compared entry with this formula, charge and spin: 1.0622 eV
<S²>: 0.7532


A cluster of 8 separate species, C19H52N2O8 in total in a non-equilibrium geometry, computed with ωB97M-V/def2-TZVPD.

Element x y z (Å)
O -11.5317 17.3701 -5.0233
O -14.9305 19.1157 -0.7055
O -8.4510 18.9920 -6.3211
O -17.0359 20.5938 -2.2740
O -15.2045 17.5691 -10.7704
O -19.0295 19.6732 -4.2799
O -15.1264 18.9896 -3.7267
O -13.7215 16.5581 -3.4864
N -9.7722 19.5274 -6.1792
N -15.2490 18.7014 -9.9455
C -8.9288 21.7799 -5.3028
C -10.3674 18.5356 -8.3153
C -12.8696 19.2764 -10.3718
C -14.5612 20.6847 -8.0057
C -16.9090 17.6919 -8.5160
C -9.3579 19.8183 -3.7917
C -15.7181 19.7353 -7.8428
C -11.2476 20.9424 -4.8911
C -14.3987 20.9906 -9.4819
C -10.3373 19.8421 -7.5106
C -15.5914 18.4139 -8.5966
C -9.7940 20.5147 -5.0953
C -14.3208 19.7417 -10.3669
C -14.6984 20.1687 -11.7757
C -14.4017 19.9946 -4.4773
C -9.5697 20.9129 -8.2796
C -11.9491 21.3417 -6.2035
C -14.5316 17.5297 -7.9001
C -11.7890 20.2662 -7.2641
H -13.9602 20.7156 -3.7849
H -14.7446 21.6135 -7.4589
H -11.8110 20.1397 -4.4137
H -10.8834 16.6935 -5.2454
H -12.4046 19.4088 -6.9591
H -12.7887 18.2459 -10.7401
H -13.6582 19.5152 -5.1084
H -15.2336 21.6154 -9.8000
H -11.6293 22.3262 -6.5521
H -13.0131 21.4511 -5.9619
H -18.6842 18.8117 -4.5371
H -12.3036 19.8702 -11.0902
H -9.6658 20.7557 -9.3559
H -12.4237 19.2934 -9.3778
H -9.1850 20.5536 -3.0057
H -14.2567 17.3681 -3.4802
H -13.4488 21.5071 -9.6262
H -14.3597 18.9514 0.0528
H -9.3248 22.4483 -6.0598
H -9.8865 21.9255 -8.0414
H -15.7799 19.4364 -3.1757
H -9.3600 18.2602 -8.6317
H -7.9067 21.4924 -5.5518
H -10.1342 19.1372 -3.4377
H -8.5004 20.8542 -8.0582
H -18.3133 20.0818 -3.7700
H -17.3338 21.4782 -2.0314
H -15.1287 18.2361 -1.0569
H -11.2940 21.8414 -4.2725
H -10.9788 18.6586 -9.2124
H -14.5403 19.3867 -12.5191
H -14.6962 17.3995 -6.8295
H -12.9438 16.8060 -4.0186
H -17.7121 18.2700 -8.9711
H -14.4237 17.0490 -10.5028
H -8.5463 18.0592 -6.1024
H -17.1372 17.3830 -7.4981
H -14.0394 20.9903 -12.0952
H -10.8101 17.7178 -7.7440
H -16.8278 16.7682 -9.1006
H -8.9258 22.3232 -4.3579
H -15.1469 20.4785 -5.1156
H -16.6340 20.2357 -1.4616
H -16.6183 20.2625 -8.1968
H -13.5124 17.8773 -8.0836
H -8.4469 19.2269 -3.8970
H -15.7149 20.5545 -11.8166
H -11.2074 18.1979 -5.4326
H -13.6335 20.2718 -7.5872
H -12.2159 20.6235 -8.2095
H -14.5913 16.5122 -8.3161
H -15.9462 19.4839 -6.8035

HOMO energy: -8.17 eV
Kohn-Sham gap: 0.310 Eh
ΔE to the lowest compared entry with this formula, charge and spin: 0.8288 eV


A structure of composition C13H25Ag2F2N2O6 in a non-equilibrium geometry, computed with ωB97M-V/def2-TZVPD.

Element x y z (Å)
Ag 3.7335 -3.2097 -1.1981
Ag 2.3572 -1.5957 -3.9502
F 3.8926 -3.1800 -3.5216
F 1.7530 -2.0768 -1.7357
O 4.4852 -1.0069 -1.2589
O 3.8874 -0.0679 -3.0714
O 4.7552 1.0747 -1.4098
O -0.6653 -0.2951 -1.9255
O 2.3375 -3.2072 0.7245
O 1.7809 -2.8199 2.8416
N 4.3707 0.0172 -1.9507
N -1.0531 0.3633 -0.7323
C 1.1199 -1.8243 3.5525
C -2.1860 -1.6862 0.1263
C -1.5377 2.5829 -1.9186
C -0.8261 1.7569 -0.8501
C 2.1163 -0.9170 1.4941
C -2.3638 1.9451 1.2685
C -2.3011 -0.2021 -0.2011
C -3.5613 0.0713 -1.0335
C -0.9672 2.3213 0.5831
C 1.4476 -0.4895 2.8402
C 2.0093 -2.4209 1.6084
C -2.4828 0.4649 1.1664
C 0.7182 1.9505 -1.0862
H 0.5712 0.1578 2.8075
H 1.0193 1.5696 -2.0621
H -1.2255 3.6201 -2.0397
H 1.5808 -0.5567 0.6158
H -3.4482 -0.3477 -2.0334
H -0.1973 1.8296 1.1776
H 3.1374 -0.5619 1.3546
H -2.9009 -2.0347 0.8716
H -0.8008 3.3947 0.6739
H -1.2809 -1.7879 0.7250
H -2.0470 -2.4073 -0.6793
H 0.0241 -0.9032 -1.6489
H -1.3233 2.2151 -2.9220
H -2.4402 2.3110 2.2924
H -3.4720 0.0791 1.4131
H 2.2014 0.0147 3.4450
H -2.6223 2.5067 -1.8424
H 1.1433 -1.8064 4.6421
H -3.8468 1.1231 -1.0216
H -1.7984 0.0237 1.8909
H 0.0640 -2.0715 3.4423
H 1.3047 1.3455 -0.3947
H -4.3802 -0.5213 -0.6257
H -3.2492 2.3218 0.7565
H 1.1668 2.9373 -1.2006

HOMO energy (spin up / spin down): -12.55 / -12.24 eV
2S+1: 3
Total charge: +1
Kohn-Sham gap (spin up / spin down): 0.350 / 0.187 Eh
<S²>: 2.0121


An isolated molecule of C2H5S in a non-equilibrium geometry, computed with ωB97M-V/def2-TZVPD.

Element x y z (Å)
S 1.1537 -1.2277 -1.4350
C 0.1019 0.6118 0.6047
C -0.2283 -0.5226 -0.5039
H 0.7922 0.1937 1.3637
H -0.7534 -1.4078 -0.0412
H 0.4879 1.5870 0.1997
H -0.8375 0.7417 1.0518
H -0.7165 0.0241 -1.2397

HOMO energy (spin up / spin down): -9.16 / -8.77 eV
2S+1: 2
Kohn-Sham gap (spin up / spin down): 0.380 / 0.256 Eh
ΔE to the lowest compared entry with this formula, charge and spin: 0.3816 eV
<S²>: 0.7528


A structure of composition C18H19LuN3O2 in a non-equilibrium geometry, computed with ωB97M-V/def2-TZVPD.

Element x y z (Å)
Lu 5.4949 -2.3828 2.8133
O -3.3739 1.5796 -2.6684
O -2.3393 -4.4473 1.5020
N -0.9165 1.5351 -1.3427
N 0.0757 -1.1450 -0.2715
N 1.9843 -0.3158 1.9549
C -1.1138 -0.9219 -0.9401
C 3.1558 -0.3924 2.6532
C -0.9836 3.6437 0.9203
C -2.9704 0.3938 -2.1816
C -3.3742 -2.1011 -1.8847
C -1.5060 -3.5331 -0.6655
C 1.1050 2.7158 -0.4250
C 0.1456 3.9787 -0.1623
C 3.2815 0.3807 -0.1727
C 2.1032 0.0285 0.6398
C -1.3578 -3.5799 0.9456
C 4.4637 -0.0641 1.9598
C 0.2676 1.3995 -0.6527
C -1.6161 0.3552 -1.4678
C -2.0154 -2.1606 -1.1709
C 0.7285 0.0603 -0.1476
C -3.8677 -0.8296 -2.3862
C 4.6056 0.3479 0.5355
H -0.2959 4.2659 -1.1625
H -4.8627 -0.7513 -2.9055
H -0.7961 2.6667 1.4575
H -3.9925 -3.0329 -2.0288
H 3.1811 -0.6984 3.7397
H 3.2274 0.6752 -1.2554
H -1.9634 3.5301 0.3644
H -0.3447 -4.0460 1.1588
H 1.6804 2.9209 -1.3792
H 5.4338 -0.1366 2.5796
H -1.0757 4.5151 1.6229
H 1.7660 2.6403 0.4791
H -1.3606 -2.5494 1.4100
H 0.8076 4.8072 0.2199
H -2.1136 -4.3817 -1.0754
H -0.4510 -3.6530 -1.0708
H -2.5939 -4.0402 2.3551
H 5.5736 0.6129 0.0486
H -3.7963 2.1098 -1.9428

HOMO energy: -15.57 eV
Total charge: +3
Kohn-Sham gap: 0.064 Eh
ΔE to the lowest compared entry with this formula, charge and spin: 4.0972 eV